[1]
This record from OMol25 describes a 4-piece molecular cluster, C8H24O4 overall at a distorted geometry. The level of theory is the ωB97M-V functional and the def2-TZVPD basis.

## Properties
Lowest unoccupied orbital energy, eV: 0.615
Kohn-Sham gap, Ha: 0.38970
HOMO level, eV: -9.99
SMILES: CC(C)O.CC(C)O.CO.CO
Energy relative to the best compared isomer or geometry (same formula, charge and spin), kcal per mole: 39.6
E_tot, eV: -16872.991

Atoms and positions in Å:
C: -1.196 2.497 2.324
C: -2.647 1.995 2.202
C: -3.757 3.025 2.010
O: -2.709 1.104 1.098
H: -0.506 1.683 2.544
H: -1.138 3.178 3.174
H: -0.716 2.916 1.440
H: -2.823 1.490 3.152
H: -3.443 3.797 1.307
H: -3.990 3.541 2.941
H: -4.608 2.507 1.568
H: -3.519 0.596 1.185
C: -1.087 -4.204 0.244
C: -2.244 -5.001 0.928
C: -2.669 -4.546 2.319
O: -3.301 -4.883 0.025
H: -1.169 -3.120 0.163
H: -0.815 -4.494 -0.770
H: -0.211 -4.543 0.797
H: -2.012 -6.055 1.080
H: -3.469 -5.198 2.671
H: -3.118 -3.555 2.250
H: -1.867 -4.474 3.054
H: -2.979 -5.257 -0.799
C: 7.662 2.492 -3.609
O: 8.796 3.108 -2.978
H: 7.824 1.414 -3.635
H: 6.692 2.645 -3.136
H: 7.526 2.690 -4.673
H: 9.485 2.444 -2.895
C: 1.467 2.266 -2.880
O: 1.461 1.181 -1.995
H: 0.542 2.422 -3.434
H: 1.685 3.261 -2.489
H: 2.279 1.979 -3.547
H: 0.574 1.100 -1.635

Taken from the natural (NBO) analysis, the atomic charges in e are: C -0.627; C 0.099; C -0.627; O -0.724; H 0.217; H 0.209; H 0.213; H 0.150; H 0.209; H 0.208; H 0.208; H 0.465; C -0.645; C 0.104; C -0.625; O -0.720; H 0.221; H 0.204; H 0.203; H 0.150; H 0.217; H 0.208; H 0.217; H 0.465; C -0.254; O -0.722; H 0.162; H 0.179; H 0.165; H 0.470; C -0.249; O -0.713; H 0.161; H 0.157; H 0.177; H 0.467

---

[2]
This record from OMol25 describes C35H33F6N3O5P2S2Ti as an isolated structure at a distorted geometry. The level of theory is the ωB97M-V functional and the def2-TZVPD basis.

## Properties
Lowest unoccupied orbital energy (alpha / beta), eV: -4.691 / -4.686
Multiplicity: 2
Kohn-Sham gap (alpha / beta), Ha: 0.17491 / 0.17507
Net charge: +1
HOMO level (alpha / beta), eV: -9.45 / -9.45
Energy relative to the best compared isomer or geometry (same formula, charge and spin), kcal per mole: 86.1
⟨S²⟩: 0.7543
E_tot, eV: -131194.797

Atoms and positions in Å:
Ti: -3.904 3.012 -0.623
C: 0.927 -2.408 0.742
C: 1.992 -1.303 0.726
P: 3.226 -1.393 2.132
C: 4.794 -2.024 1.414
C: 5.064 -3.399 1.627
C: 6.325 -3.863 1.293
C: 7.268 -2.999 0.784
C: 6.901 -1.744 0.353
C: 5.619 -1.224 0.690
C: 3.570 0.411 2.279
C: 3.785 0.970 3.543
C: 3.988 2.332 3.705
C: 4.006 3.157 2.589
C: 3.670 2.658 1.330
C: 3.540 1.274 1.146
P: 1.428 -4.067 1.360
C: 1.447 -4.982 -0.209
C: 2.622 -4.806 -1.015
C: 2.852 -5.548 -2.113
C: 1.924 -6.539 -2.463
C: 0.809 -6.824 -1.643
C: 0.561 -6.006 -0.594
C: -0.343 -4.483 1.887
C: -0.451 -4.910 3.179
C: -1.767 -5.284 3.647
C: -2.930 -5.077 2.900
C: -2.746 -4.525 1.598
C: -1.492 -4.210 1.101
H: 0.427 -2.534 -0.296
H: 0.139 -2.012 1.411
H: 1.511 -0.358 0.756
H: 2.635 -1.402 -0.123
H: 4.327 -3.947 2.246
H: 6.527 -4.928 1.433
H: 8.283 -3.430 0.666
H: 7.627 -1.169 -0.217
H: 5.327 -0.230 0.437
H: 3.735 0.293 4.390
H: 4.280 2.684 4.696
H: 4.301 4.235 2.610
H: 3.481 3.415 0.580
H: 3.412 0.909 0.121
H: 3.159 -3.908 -0.789
H: 3.612 -5.258 -2.819
H: 2.077 -7.112 -3.421
H: 0.117 -7.668 -1.859
H: -0.272 -6.189 0.085
H: 0.407 -5.001 3.839
H: -1.799 -5.668 4.670
H: -3.906 -5.210 3.368
H: -3.614 -4.182 1.060
H: -1.384 -3.831 0.091
N: -1.345 9.511 -1.208
C: -0.895 8.302 -1.817
O: 0.081 8.314 -2.578
C: -1.502 7.029 -1.337
C: -2.391 7.039 -0.251
C: -2.960 5.800 0.103
N: -2.576 4.613 -0.488
C: -1.683 4.632 -1.524
C: -1.077 5.789 -1.942
H: -1.062 10.321 -1.752
H: -2.357 9.594 -1.126
H: -2.666 7.926 0.312
H: -3.764 5.668 0.839
H: -1.565 3.692 -2.034
H: -0.221 5.770 -2.648
F: -2.485 -0.528 -3.623
C: -3.416 -0.944 -2.736
F: -4.548 -1.331 -3.409
F: -2.898 -1.981 -2.104
S: -3.934 0.439 -1.320
O: -2.893 1.310 -0.579
O: -4.877 -0.275 -0.433
N: -4.304 1.875 -2.287
S: -5.811 2.447 -2.561
O: -6.871 1.466 -2.715
O: -5.928 3.470 -1.489
C: -5.619 3.618 -4.229
F: -5.492 3.115 -5.491
F: -6.678 4.460 -4.322
F: -4.450 4.289 -3.950
C: -5.093 2.756 0.867
H: -5.963 3.304 0.684
H: -4.473 3.080 1.683
H: -5.379 1.732 1.164

Taken from the Mulliken analysis, the atomic charges in e are: Ti 0.702; C -0.866; C -1.031; P -0.185; C 0.577; C -0.499; C -0.439; C -0.549; C -0.614; C -0.294; C 0.467; C -0.549; C -0.539; C -0.399; C -0.956; C 0.089; P 0.279; C 0.471; C -0.150; C -0.806; C -0.254; C -0.649; C -0.324; C 0.251; C -0.636; C -0.483; C -0.632; C -0.627; C 0.094; H 0.246; H 0.502; H 0.801; H 0.379; H 0.417; H 0.376; H 0.330; H 0.383; H 0.435; H 0.376; H 0.356; H 0.318; H 0.395; H 0.390; H 0.133; H 0.413; H 0.285; H 0.364; H 0.351; H 0.386; H 0.359; H 0.382; H 0.392; H 0.497; N -0.501; C 0.293; O -0.550; C 0.880; C -0.719; C -0.414; N -0.494; C -0.019; C -0.829; H 0.313; H 0.266; H 0.417; H 0.484; H 0.626; H 0.447; F -0.172; C 0.619; F -0.166; F -0.123; S 1.057; O -0.444; O -0.454; N -0.385; S 1.224; O -0.540; O -0.562; C 0.577; F -0.189; F -0.179; F -0.190; C -1.220; H 0.396; H 0.478; H 0.355

---

[3]
This record from OMol25 describes a 2-piece molecular cluster, CHClFO3 overall at a distorted geometry. The level of theory is the ωB97M-V functional and the def2-TZVPD basis.

## Properties
Lowest unoccupied orbital energy (alpha / beta), eV: -7.934 / -7.934
Kohn-Sham gap (alpha / beta), Ha: 0.32391 / 0.32388
Net charge: +1
HOMO level (alpha / beta), eV: -16.75 / -16.75
Energy relative to the best compared isomer or geometry (same formula, charge and spin), kcal per mole: 71.6
E_tot, eV: -22417.859

Atoms and positions in Å:
C: 0.364 -0.322 0.403
O: 3.319 0.880 -0.297
O: 3.592 -1.031 0.537
O: 4.125 -0.019 0.039
F: 0.216 -0.146 1.664
Cl: 1.030 -1.612 -0.214
H: -0.105 0.548 -0.123

Taken from the natural (NBO) analysis, the atomic charges in e are: C 0.455; O -0.156; O -0.184; O 0.353; F -0.174; Cl 0.445; H 0.261

---

[4]
This record from OMol25 describes an isolated ion of composition CH4IN2 and charge +1 at a distorted geometry. The level of theory is the ωB97M-V functional and the def2-TZVPD basis.

## Properties
Lowest unoccupied orbital energy, eV: -5.627
Kohn-Sham gap, Ha: 0.32237
Net charge: +1
HOMO level, eV: -14.40
SMILES: N/C=[NH+]/I
Energy relative to the best compared isomer or geometry (same formula, charge and spin), kcal per mole: 21.8
E_tot, eV: -12174.980

Atoms and positions in Å:
N: -1.323 -0.202 0.043
C: -0.012 -0.238 0.091
N: 0.994 0.612 -0.023
I: 3.005 -0.010 0.029
H: -1.770 -1.058 -0.282
H: -1.876 0.620 0.174
H: 0.220 -1.313 -0.121
H: 0.761 1.589 0.090

Taken from the natural (NBO) analysis, the atomic charges in e are: N -0.698; C 0.380; N -0.702; I 0.515; H 0.444; H 0.426; H 0.208; H 0.427

---

- The lowest energy relative to the best compared isomer or geometry (same formula, charge and spin) belongs to which entry?
  CH4IN2